Record 1
The following is a DFT calculation (ωB97M-V/def2-TZVPD) of a cluster of 11 separate species, C56H130O34P6S5 in total.

The SMILES is CCOP(=O)(OCC)OCC.CCOP(=O)(OCC)OCC.CCOP(=O)(OCC)OCC.CCOP(=O)(OCC)OCC.CCOP(=O)(OCC)OCC.CCOP(=O)(OCC)OCC.O=S1(=O)CCCC1.O=S1(=O)CCCC1.O=S1(=O)CCCC1.O=S1(=O)CCCC1.O=S1(=O)CCCC1. Its HOMO energy is -0.366 Ha.

```
231
Properties=species:S:1:pos:R:3:forces:R:3
S -25.534 -10.697 20.319 0.4 -0.1 -1.0
S -17.843 -7.691 22.931 0.3 -0.9 0.8
S -20.848 -8.313 14.098 -0.4 -0.4 0.7
S -11.730 -9.785 22.088 0.3 -0.2 -0.3
S -19.913 -14.506 15.998 0.7 0.8 0.3
P -11.352 -13.176 13.577 1.2 0.1 0.5
P -26.411 -3.602 15.804 0.3 0.6 -1.1
P -15.631 -7.373 16.747 0.0 0.2 0.3
P -19.451 -10.366 18.861 -0.4 0.5 0.9
P -14.352 -15.552 20.119 -1.3 -1.3 0.6
P -26.737 -17.208 17.204 0.2 0.8 -0.6
O -11.773 -12.087 14.689 0.0 -0.1 -0.6
O -15.943 -7.139 18.289 0.8 -0.4 -0.4
O -19.993 -9.493 14.083 -0.4 0.6 -0.3
O -10.041 -13.771 13.855 -0.3 -0.1 0.0
O -24.105 -10.607 20.609 -0.9 0.5 0.2
O -16.960 -6.774 22.250 -0.2 0.0 -0.1
O -14.708 -16.976 20.360 0.7 1.1 -0.8
O -26.986 -16.812 15.646 -0.4 0.3 1.4
O -10.360 -9.786 22.552 -0.3 0.0 0.3
O -25.723 -3.021 14.619 -0.6 -0.7 0.8
O -12.851 -15.094 20.216 -0.1 0.8 -0.4
O -25.143 -17.151 17.332 -1.1 -0.2 0.8
O -27.226 -15.855 17.956 0.9 -0.6 -0.4
O -12.480 -14.311 13.525 0.3 1.2 -0.9
O -19.936 -10.357 17.479 -0.1 -0.4 -0.3
O -14.188 -7.450 16.424 -1.2 -0.2 0.3
O -12.762 -9.076 22.824 0.4 -0.4 -0.4
O -14.866 -14.967 18.714 0.4 0.1 0.7
O -20.097 -11.507 19.809 1.2 0.6 -1.5
O -22.274 -8.471 13.872 0.6 0.2 -0.1
O -27.774 -4.387 15.505 0.5 0.6 0.7
O -17.862 -10.458 18.993 -1.6 0.2 1.0
O -15.000 -14.617 21.234 0.6 0.0 -0.6
O -19.156 -14.701 17.233 -0.5 -0.1 -0.6
O -19.256 -7.398 23.068 0.4 0.1 -0.2
O -21.297 -14.935 15.948 0.5 -0.2 -0.2
O -25.483 -4.609 16.626 -0.3 0.6 -0.1
O -26.880 -2.539 16.878 -0.2 -0.9 -0.1
O -16.569 -8.629 16.361 0.3 1.3 0.5
O -27.334 -18.471 17.651 0.3 0.6 -0.2
O -11.433 -12.317 12.223 -0.5 -0.9 1.0
O -16.382 -6.147 16.021 -0.5 -0.8 -0.6
O -19.781 -9.041 19.687 0.7 -1.0 -0.5
O -26.255 -9.587 19.706 0.7 -0.7 0.7
C -16.379 -14.766 21.572 -0.5 -0.2 1.4
C -12.270 -13.118 16.784 -0.1 -0.9 0.6
C -14.775 -14.003 14.110 -0.5 0.9 0.8
C -14.806 -4.734 14.732 0.3 -1.0 -0.4
C -10.804 -11.028 12.204 0.4 0.7 0.3
C -16.682 -10.084 23.229 -0.2 0.0 0.0
C -26.157 -16.557 13.388 -0.2 -0.1 0.0
C -20.785 -5.939 15.181 0.6 -0.4 0.0
C -17.194 -11.442 18.193 -0.2 0.4 -0.6
C -17.710 -5.573 18.954 0.3 -0.5 0.4
C -23.729 -15.279 18.109 -0.7 -0.9 1.1
C -12.290 -11.563 21.799 -0.1 1.4 0.4
C -13.761 -13.946 12.979 -1.1 0.4 0.8
C -29.010 -6.139 14.444 0.3 -0.8 0.7
C -11.662 -9.237 20.304 -0.9 -1.1 1.5
C -20.567 -7.399 15.654 -0.3 0.4 -1.6
C -15.115 -16.582 16.919 -0.4 -0.4 1.6
C -12.302 -11.668 20.285 -0.2 -0.3 -0.2
C -26.399 -0.203 16.515 -0.4 0.1 -0.1
C -18.781 -13.998 13.568 -0.1 1.3 -0.7
C -25.989 -1.469 17.216 0.0 0.3 0.7
C -19.795 -12.798 15.490 0.6 0.7 0.5
C -9.361 -10.944 12.724 -1.0 -0.3 -0.8
C -10.470 -15.122 19.671 0.1 0.0 1.2
C -17.108 -9.630 24.652 0.6 0.2 -0.7
C -24.700 -6.834 16.154 0.4 0.4 0.1
C -26.448 -11.345 21.731 -0.9 -0.1 -1.0
C -11.311 -12.224 16.053 -0.5 0.2 0.2
C -22.049 -8.210 19.097 -0.2 -0.4 -0.1
C -26.455 -12.865 21.502 0.3 0.2 1.1
C -27.931 -5.093 14.252 -0.4 0.5 0.2
C -24.394 -15.996 16.962 0.8 0.6 -0.8
C -17.217 -13.685 20.968 0.0 0.3 -0.6
C -17.314 -7.038 18.780 -0.1 -0.3 -1.7
C -19.643 -12.772 13.994 -0.8 -0.6 -0.8
C -21.120 -8.785 20.163 -0.2 1.8 0.3
C -25.714 -12.193 19.305 0.3 -0.2 0.5
C -15.779 -11.404 18.650 1.2 -0.5 -1.3
C -20.145 -7.032 13.015 1.2 -0.4 0.4
C -26.344 -17.502 14.583 0.3 0.4 -0.7
C -15.833 -15.665 17.928 -0.7 0.2 -1.1
C -21.165 -12.300 19.250 -0.1 -0.2 0.5
C -28.599 -15.409 17.933 0.0 -0.8 -0.3
C -26.757 -13.077 20.034 0.5 -0.1 -1.6
C -29.426 -16.226 18.922 0.3 -0.2 -1.2
C -16.552 -9.181 15.024 0.6 -0.8 1.1
C -17.130 -8.097 24.576 -0.2 0.0 -0.2
C -20.003 -5.754 13.848 0.0 0.2 0.7
C -12.547 -10.313 19.646 0.5 1.3 -0.7
C -17.647 -9.401 22.310 -1.4 1.0 -0.3
C -15.399 -10.196 14.985 -0.3 -0.7 -1.3
C -11.784 -15.808 19.542 -1.0 -1.7 0.6
C -15.752 -4.876 15.912 0.9 0.9 0.4
C -18.930 -15.134 14.595 0.4 0.4 0.1
C -21.756 -12.965 20.459 -2.2 0.3 -0.1
C -24.429 -5.327 15.999 0.2 -1.5 -0.8
H -9.080 -9.943 12.395 0.5 -0.1 0.2
H -14.644 -13.174 14.818 0.9 -0.1 0.0
H -13.804 -12.912 12.629 0.5 -0.1 -0.3
H -20.858 -12.986 18.461 0.6 -0.1 0.2
H -11.875 -13.434 17.756 0.1 0.2 -0.1
H -13.266 -11.645 22.280 -0.2 0.3 -0.4
H -16.843 -11.146 23.035 0.5 -0.1 0.4
H -16.606 -16.154 18.524 0.6 -0.5 0.3
H -19.533 -7.658 15.882 0.0 0.3 0.3
H -25.752 -7.011 15.934 -0.1 0.0 0.3
H -15.791 -13.701 13.835 0.0 -0.9 -0.6
H -19.396 -16.086 14.353 0.2 0.0 -0.5
H -18.949 -5.596 14.084 0.0 -0.2 0.0
H -21.254 -7.742 16.421 0.0 -0.2 -0.1
H -24.144 -7.411 15.413 0.2 0.1 0.1
H -16.377 -9.941 25.395 -0.1 -0.1 0.1
H -14.004 -14.597 12.142 0.2 -0.2 0.1
H -17.305 -11.071 17.167 0.3 -0.3 0.0
H -29.502 -17.209 18.453 -0.3 -0.1 0.2
H -13.878 -5.236 15.008 0.1 0.1 -0.2
H -23.011 -7.908 19.516 0.1 -0.2 0.4
H -16.465 -14.930 17.418 0.6 0.4 -0.1
H -15.592 -16.591 15.945 0.2 0.0 -0.1
H -21.665 -7.299 18.637 0.4 -0.2 -0.1
H -29.234 -6.696 13.535 0.1 0.1 -0.1
H -26.066 -1.314 18.295 -0.2 -0.2 0.0
H -25.365 -17.837 14.932 -0.1 -0.3 -0.1
H -26.592 -14.095 19.677 0.1 -0.1 0.4
H -13.596 -10.021 19.665 0.0 0.1 0.2
H -15.784 -11.203 15.175 -0.1 0.1 0.3
H -10.029 -15.448 20.617 0.1 0.2 0.0
H -16.411 -14.753 22.666 0.1 0.4 0.0
H -15.139 -17.570 17.383 0.0 -0.2 -0.5
H -21.832 -5.723 14.974 -0.1 -0.2 0.3
H -28.679 -6.862 15.196 0.2 -0.1 -0.2
H -25.003 -15.280 16.406 -0.1 -0.2 -0.1
H -25.789 0.605 16.923 0.2 0.1 -0.6
H -14.058 -16.322 16.913 -0.1 0.3 -0.5
H -26.149 -10.881 22.664 0.3 -0.3 0.0
H -10.802 -10.735 11.155 -0.2 -0.1 0.0
H -20.913 -7.980 20.870 -0.3 -0.2 0.3
H -21.572 -9.619 20.695 0.2 -0.3 -0.2
H -13.255 -12.693 16.980 0.1 0.3 -0.2
H -17.874 -7.535 17.982 -0.6 0.1 0.4
H -24.357 -5.206 14.915 -0.4 0.8 0.1
H -12.029 -8.219 20.214 -0.1 0.0 0.1
H -18.887 -12.397 15.952 0.0 -0.2 0.1
H -11.406 -10.321 12.782 -0.2 -0.1 -0.2
H -17.671 -12.426 18.261 0.0 0.1 0.2
H -20.594 -12.186 15.909 -0.2 -0.2 -0.1
H -27.490 -11.095 21.514 0.1 0.6 0.1
H -11.326 -11.229 16.504 0.0 0.1 -0.3
H -15.662 -9.776 22.989 0.1 -0.2 0.2
H -24.464 -15.117 18.906 -0.1 0.4 -0.1
H -28.918 -16.411 19.865 -0.1 0.5 0.2
H -16.839 -15.737 21.366 0.7 -0.2 -0.6
H -26.042 -17.159 12.486 0.2 0.0 0.0
H -19.138 -7.438 12.894 0.0 0.0 -0.3
H -17.657 -5.372 20.023 -0.2 0.5 -0.1
H -18.089 -10.049 24.873 0.0 0.1 0.2
H -24.767 -12.727 19.385 0.1 0.2 0.2
H -17.507 -9.398 21.231 0.5 0.1 0.1
H -25.305 -15.884 13.481 0.1 -0.1 0.2
H -22.046 -12.191 21.173 0.4 0.1 0.1
H -20.574 -6.963 12.020 -0.5 0.0 0.2
H -16.111 -7.712 24.599 0.0 0.1 -0.2
H -29.951 -5.801 14.879 0.1 0.7 -0.3
H -12.032 -16.067 18.509 -0.3 0.4 0.0
H -15.357 -10.423 18.422 -0.2 0.3 0.7
H -10.612 -9.299 20.032 0.0 -0.1 0.0
H -16.540 -8.370 14.295 0.3 -0.1 -0.1
H -13.103 -12.347 19.991 0.3 -0.2 -0.2
H -30.412 -15.767 18.989 0.0 -0.2 0.4
H -17.270 -13.873 19.893 -0.4 0.1 0.0
H -23.004 -15.946 18.580 0.4 0.3 -0.2
H -17.009 -4.947 18.408 0.2 0.0 0.2
H -18.649 -9.815 22.463 0.0 0.0 0.0
H -23.592 -16.366 16.319 -0.2 0.1 -0.2
H -11.339 -12.007 19.900 0.0 -0.4 0.2
H -26.384 -0.337 15.434 0.6 0.3 0.0
H -19.235 -11.833 13.624 0.2 0.0 0.3
H -16.791 -12.687 21.072 0.1 -0.1 0.3
H -23.474 -4.996 16.405 -0.1 -0.1 0.3
H -18.213 -13.682 21.412 -0.1 0.0 -0.2
H -15.016 -10.291 13.962 0.2 0.2 0.1
H -14.589 -3.719 14.405 -0.1 0.2 0.5
H -21.264 -13.774 20.991 0.5 0.0 -0.5
H -12.233 -10.282 18.600 -0.4 -0.5 -0.1
H -10.287 -12.593 16.096 -0.1 -0.1 -0.3
H -14.569 -10.040 15.668 0.0 0.5 0.0
H -20.631 -12.826 13.527 0.0 -0.2 0.1
H -12.430 -14.035 16.215 0.0 -0.1 0.0
H -20.301 -4.845 13.327 -0.3 -0.1 -0.1
H -27.027 -15.926 13.204 -0.2 -0.1 0.3
H -28.224 -4.346 13.514 0.1 -0.1 -0.2
H -17.702 -7.592 25.352 -0.2 -0.1 -0.1
H -21.896 -11.650 18.758 -0.1 0.1 0.3
H -11.685 -12.278 22.353 0.6 0.3 -0.3
H -9.805 -15.478 18.888 0.1 0.6 -0.2
H -25.787 -11.914 18.256 -0.7 0.0 0.1
H -24.437 -7.186 17.151 -0.3 -0.1 0.0
H -20.432 -5.268 15.964 0.0 0.2 -0.1
H -16.498 -4.081 15.894 -0.4 -0.4 0.1
H -11.778 -16.741 20.115 0.3 -0.2 -0.5
H -17.753 -13.627 13.502 0.1 -0.3 0.8
H -17.909 -15.234 14.958 -0.2 -0.7 0.5
H -18.685 -5.332 18.533 -0.2 -0.3 0.3
H -22.757 -13.284 20.138 0.2 -0.6 0.1
H -28.941 -15.589 16.911 -0.3 0.2 0.1
H -26.959 -18.344 14.264 0.1 -0.1 0.3
H -15.173 -5.251 13.841 -0.2 0.0 0.1
H -25.478 -13.277 21.767 0.0 -0.2 -0.2
H -23.290 -14.340 17.785 0.2 -0.1 0.0
H -27.766 -12.860 19.679 -0.1 0.4 0.6
H -17.480 -9.747 14.950 -0.2 0.4 -0.2
H -17.369 -7.680 19.653 0.0 0.4 0.2
H -26.952 -5.497 13.994 -0.2 -0.3 -0.3
H -8.792 -11.723 12.219 0.4 0.2 0.2
H -15.627 -11.783 19.656 0.0 0.4 0.1
H -27.433 0.080 16.727 0.0 -0.3 0.3
H -15.158 -12.016 17.982 -0.2 -0.4 0.1
H -22.282 -8.969 18.347 0.1 0.2 -0.2
H -14.738 -14.897 14.728 -0.2 -0.3 -0.4
H -27.181 -13.304 22.187 -0.1 -0.1 -0.2
H -28.625 -14.332 18.094 0.3 -0.1 0.2
H -15.156 -4.751 16.822 -0.1 0.3 0.0
H -18.909 -14.186 12.500 -0.8 -0.7 0.2
H -10.629 -14.050 19.779 0.4 0.1 -0.6
H -9.294 -11.045 13.802 0.1 0.0 0.0
H -24.944 -1.740 17.053 -0.1 0.0 -0.4
```
Forces are in eV/Å.

Record 2
The following is a DFT calculation (ωB97M-V/def2-TZVPD) of a cluster of 2 separate species, C2H5OPS in total.

The energy above the lowest of the compared OMol25 structures with the same formula, charge and spin comes out at 102.9 kcal/mol. Its HOMO energy (alpha / beta) is -0.258 / -0.257 Ha.

```
10
Properties=species:S:1:pos:R:3:forces:R:3
S -2.904 0.947 0.002 -0.6 0.1 -0.3
P -1.332 -1.695 0.256 -2.0 -0.2 1.2
O 1.313 0.336 -0.021 1.6 1.0 -1.6
C 0.451 1.158 0.601 -2.8 -3.7 0.9
C -1.608 0.065 0.094 2.6 2.1 1.8
H 1.568 0.879 -0.831 -0.2 -1.7 1.3
H 0.397 1.132 1.686 0.1 -0.3 -0.1
H -1.216 -1.684 -1.069 -0.2 -0.7 -2.4
H 0.433 2.073 0.178 -0.7 3.1 -1.1
H -0.001 -1.665 0.286 2.2 0.2 0.5
```
Forces are in eV/Å.

Record 3
The following is a DFT calculation (ωB97M-V/def2-TZVPD) of the molecule C4H7N3S.

The energy above the lowest of the compared OMol25 structures with the same formula, charge and spin comes out at 58.2 kcal/mol. The SMILES is [H]/N=C(/N)N1C[C@@H]1C=S. Its HOMO energy is -0.331 Ha.

```
15
Properties=species:S:1:pos:R:3:forces:R:3
S 1.818 3.043 0.188 -0.4 -0.8 0.6
N 0.151 -0.471 -0.655 -1.2 -0.5 0.4
N -1.950 0.652 -0.509 0.0 1.4 -0.2
N -1.686 -1.453 0.381 0.1 -0.2 0.0
C 1.031 1.648 0.511 0.2 0.6 -1.8
C 1.181 0.481 -0.426 0.9 0.6 0.4
C 1.197 -0.904 0.223 1.0 -0.7 -0.4
C -1.194 -0.314 -0.247 0.2 -0.9 -0.2
H 1.886 -1.669 -0.203 -0.6 0.7 0.3
H 1.773 0.686 -1.333 0.0 -0.1 0.8
H -2.692 -1.396 0.545 0.5 -0.1 -0.3
H -1.379 -2.296 -0.102 -0.3 0.2 0.4
H -1.434 1.428 -0.949 -0.3 -0.4 0.3
H 1.040 -1.031 1.306 -0.2 0.4 -0.6
H 0.258 1.595 1.269 0.1 -0.2 0.3
```
Forces are in eV/Å.

Record 4
The following is a DFT calculation (ωB97M-V/def2-TZVPD) of a cluster of 2 separate species, C4H11N2 in total.

The energy above the lowest of the compared OMol25 structures with the same formula, charge and spin comes out at 77.0 kcal/mol. As for the total charge: +1. Its HOMO energy is -0.451 Ha.

```
17
Properties=species:S:1:pos:R:3:forces:R:3
N -0.563 -2.078 2.015 -0.4 0.1 -0.4
N -0.217 4.862 0.694 0.0 -0.5 -0.6
C -0.215 -1.343 -0.226 -1.0 0.7 0.1
C 0.301 -0.801 -2.622 0.2 1.0 -0.4
C 0.459 -0.612 -1.187 1.3 -1.5 0.5
C 0.247 -1.479 1.049 0.0 0.1 0.7
H 0.548 5.489 0.493 0.1 0.1 0.4
H -1.231 -1.682 -0.381 0.1 -0.5 -0.4
H 1.322 -0.063 -0.817 0.0 0.3 -0.2
H 1.220 -1.118 1.380 0.2 0.3 -0.4
H -0.222 -2.951 2.412 0.1 0.2 0.0
H -0.725 -1.389 2.750 0.2 -0.3 0.3
H -0.969 5.123 0.072 -0.2 0.0 0.2
H 1.144 -0.362 -3.153 0.0 -0.1 0.0
H -0.575 -0.257 -2.989 -0.3 -0.1 0.0
H -0.529 4.916 1.651 0.1 0.3 0.0
H 0.199 -1.854 -2.882 -0.3 0.0 0.1
```
Forces are in eV/Å.

Respective F_max values: 2.224, 4.710, 1.910, 1.993 eV/Å.